{
  "formula": "C13H35B3BrFNO10P",
  "method": "ωB97M-V/def2-TZVPD",
  "energy_ha": -4413.48524,
  "smiles": "NCB1OB(F)OB(P(O)Br)O1.COCCOC.COCCOC.COCCOC",
  "charge": 0,
  "orbital_gap_ev": 8.61,
  "symbols": ["N", "C", "B", "O", "B", "F", "O", "B", "P", "O", "Br", "O", "H", "H", "H", "H", "H", "C", "O", "C", "C", "O", "C", "H", "H", "H", "H", "H", "H", "H", "H", "H", "H", "C", "O", "C", "C", "O", "C", "H", "H", "H", "H", "H", "H", "H", "H", "H", "H", "C", "O", "C", "C", "O", "C", "H", "H", "H", "H", "H", "H", "H", "H", "H", "H"],
  "positions_angstrom": [[0.8983, -4.2512, -3.1589], [2.2730, -3.9775, -2.6927], [2.7586, -4.8308, -1.4736], [2.2447, -6.0934, -1.1706], [1.9154, -6.2566, 0.1544], [0.8398, -6.9321, 0.4947], [2.6779, -5.6547, 1.1411], [3.1204, -4.4020, 0.7250], [2.6837, -2.8596, 1.7790], [3.0587, -3.2512, 3.3353], [4.2522, -1.4034, 1.2988], [3.6631, -4.3118, -0.5389], [0.8663, -5.0930, -3.7200], [0.3084, -4.4222, -2.3526], [2.2984, -2.9366, -2.3479], [2.9658, -4.0286, -3.5354], [2.6163, -4.0802, 3.5719], [-2.0996, 1.0033, 3.8460], [-2.1227, 1.2934, 2.4600], [-0.8522, 1.6459, 1.9389], [-0.2149, 0.5011, 1.1864], [0.1195, -0.5756, 2.0465], [-0.7964, -1.6480, 1.9779], [-3.0696, 0.5844, 4.1088], [-1.3196, 0.2785, 4.0930], [-1.9400, 1.9192, 4.4259], [-0.1880, 1.9824, 2.7414], [-1.0002, 2.4823, 1.2479], [0.7147, 0.8533, 0.7276], [-0.8802, 0.1614, 0.3861], [-0.6971, -2.1801, 1.0238], [-1.8278, -1.3046, 2.0919], [-0.5614, -2.3385, 2.7866], [-1.2040, 4.6884, 6.5424], [-0.7733, 4.5852, 5.1984], [-1.4266, 5.4917, 4.3244], [-0.5523, 6.6774, 3.9889], [-0.3136, 7.4947, 5.1217], [0.9626, 7.3043, 5.7013], [-0.5292, 4.0840, 7.1461], [-1.1722, 5.7217, 6.8967], [-2.2223, 4.3006, 6.6575], [-2.3707, 5.8332, 4.7601], [-1.6568, 4.9497, 3.4013], [-1.0628, 7.2924, 3.2413], [0.3928, 6.3329, 3.5569], [1.7489, 7.7163, 5.0594], [1.1681, 6.2467, 5.8850], [0.9703, 7.8381, 6.6498], [-1.2857, 0.2878, -7.2655], [-1.7511, -0.8486, -7.9667], [-0.7131, -1.6809, -8.4547], [-0.5160, -2.9038, -7.5882], [-0.0282, -2.5674, -6.3027], [-1.0221, -2.5852, -5.2938], [-2.1495, 0.7536, -6.7946], [-0.5614, 0.0158, -6.4936], [-0.8268, 1.0093, -7.9506], [0.2257, -1.1224, -8.5274], [-0.9961, -2.0015, -9.4623], [0.2262, -3.5546, -8.0623], [-1.4555, -3.4606, -7.5111], [-1.3207, -3.6134, -5.0658], [-1.9026, -2.0088, -5.5918], [-0.5875, -2.1501, -4.3986]]
}


{
  "formula": "C13H35F6N10O10",
  "method": "ωB97M-V/def2-TZVPD",
  "energy_ha": -2415.60873,
  "charge": -1,
  "orbital_gap_ev": 7.03,
  "symbols": ["O", "H", "H", "H", "C", "O", "O", "C", "F", "F", "F", "C", "C", "H", "H", "H", "H", "H", "H", "C", "O", "O", "C", "F", "F", "F", "C", "C", "H", "H", "H", "H", "H", "H", "C", "O", "N", "N", "H", "H", "H", "H", "C", "O", "N", "N", "H", "H", "H", "H", "C", "O", "N", "N", "H", "H", "H", "H", "C", "O", "N", "N", "H", "H", "H", "H", "C", "O", "N", "N", "H", "H", "H", "H"],
  "positions_angstrom": [[0.0271, -0.0078, 0.3408], [0.3935, -0.3477, -0.4788], [0.4642, -0.4529, 1.0704], [-0.8833, -0.3054, 0.4055], [2.3100, -0.4252, 3.5153], [2.8504, 0.7266, 3.0103], [1.7256, -1.0400, 2.3421], [3.4671, -1.1898, 4.1820], [4.5071, -1.3826, 3.4146], [3.8658, -0.4798, 5.2584], [3.0340, -2.4068, 4.6395], [2.5302, 2.0412, 3.6073], [1.1213, 2.6550, 3.3500], [0.7885, 3.3443, 4.1261], [1.1031, 3.1536, 2.3809], [0.3908, 1.8590, 3.2061], [3.3215, 2.5972, 3.1045], [2.7866, 1.8441, 4.6482], [1.6253, -0.0254, 4.2632], [1.8296, -1.3009, -2.6678], [2.3849, -0.0066, -2.6093], [0.6275, -1.3609, -1.8986], [1.7538, -1.7399, -4.1260], [1.2494, -2.9493, -4.4042], [1.1220, -0.8292, -4.8516], [2.9690, -1.8862, -4.6122], [3.7563, 0.3489, -2.8872], [3.8687, 1.8234, -2.8142], [4.8992, 2.1639, -2.9160], [3.2893, 2.3547, -3.5692], [3.5823, 2.1590, -1.8175], [4.0263, 0.0422, -3.8977], [4.4740, -0.2824, -2.3634], [2.6423, -1.8439, -2.1854], [-2.4237, 3.8297, 0.7093], [-2.4213, 4.7065, 1.5449], [-3.0979, 4.0108, -0.4139], [-2.1259, 2.5718, 0.9213], [-2.9316, 3.3567, -1.1653], [-3.2225, 5.0071, -0.5229], [-2.0658, 2.0419, 0.0637], [-1.7019, 2.2831, 1.7914], [-1.8263, -1.1679, 3.1880], [-1.6458, -0.1599, 2.5089], [-0.9807, -2.0656, 3.6058], [-2.9807, -1.5185, 3.6102], [-1.2926, -2.6503, 4.3681], [0.0042, -2.0207, 3.3864], [-2.9418, -2.4277, 4.0483], [-3.8461, -1.0266, 3.4394], [-0.0005, 2.7574, -3.2633], [0.9596, 3.4703, -3.2081], [-0.8142, 2.8741, -4.2522], [-0.2250, 1.7531, -2.4246], [-1.4647, 2.1193, -4.4170], [-0.5199, 3.5042, -4.9845], [0.5068, 1.0577, -2.3938], [-1.1726, 1.4037, -2.4210], [-3.3242, -1.0560, -0.0447], [-2.4081, -0.8081, -0.7428], [-4.3914, -0.3550, 0.0980], [-3.3826, -2.0993, 0.6073], [-4.4047, 0.6349, -0.1023], [-5.0098, -0.6090, 0.8551], [-4.1471, -2.2739, 1.2438], [-2.6629, -2.7675, 0.3716], [-1.5564, -4.3694, -1.8156], [-2.1409, -5.3963, -1.7049], [-0.8038, -3.8969, -0.8540], [-1.6052, -3.5987, -2.8498], [-0.3695, -3.0059, -1.0476], [-0.6346, -4.2592, 0.0735], [-0.9234, -2.8558, -2.7915], [-1.9078, -3.8449, -3.7815]]
}


{
  "formula": "C13H36F3N3O7S",
  "method": "ωB97M-V/def2-TZVPD",
  "energy_ha": -1905.36791,
  "charge": 0,
  "orbital_gap_ev": 4.53,
  "symbols": ["O", "H", "H", "H", "C", "F", "F", "F", "S", "O", "O", "O", "C", "C", "C", "O", "C", "N", "H", "H", "H", "H", "H", "H", "H", "H", "H", "H", "H", "C", "C", "C", "O", "C", "N", "H", "H", "H", "H", "H", "H", "H", "H", "H", "H", "H", "C", "C", "C", "O", "C", "N", "H", "H", "H", "H", "H", "H", "H", "H", "H", "H", "H"],
  "positions_angstrom": [[-0.3181, 0.0034, -0.2704], [-0.6225, 0.8568, -0.5875], [-0.4074, -0.0373, 0.6845], [0.5988, -0.1155, -0.5287], [-0.3297, 6.9177, -4.1168], [-0.6981, 7.4142, -2.9966], [-0.5565, 7.7199, -5.1860], [0.9964, 6.7587, -4.0995], [-1.2736, 5.2298, -4.2202], [-2.7029, 5.4571, -4.2164], [-0.7990, 4.5860, -5.4860], [-0.8199, 4.5274, -3.0657], [-6.8184, 1.7133, -0.1324], [-7.3259, 1.1069, -1.4701], [-6.7928, -0.2768, -1.8701], [-5.3703, -0.2906, -1.9369], [-4.8560, -0.3611, -3.2711], [-8.7467, 1.1220, -1.3574], [-7.4121, 2.5589, 0.2149], [-5.7768, 2.0260, -0.2050], [-6.7374, 0.9398, 0.6313], [-7.0141, 1.7872, -2.2626], [-7.2627, -0.7950, -2.7060], [-6.8777, -0.8660, -0.9570], [-3.7760, -0.2196, -3.3123], [-5.3539, 0.3402, -3.9406], [-5.1872, -1.3320, -3.6396], [-9.1867, 2.0306, -1.3905], [-9.2224, 0.3551, -1.8110], [-1.9311, -0.9356, 4.6044], [-0.4142, -0.7874, 5.1064], [0.3214, -2.1030, 4.9452], [1.6893, -2.0102, 5.4188], [1.9261, -1.9557, 6.8272], [0.2906, 0.2388, 4.4051], [-2.6004, -0.1866, 5.0275], [-2.4251, -1.7794, 5.0862], [-2.0152, -0.9183, 3.5178], [-0.4407, -0.4216, 6.1329], [0.2878, -2.3644, 3.8875], [-0.2472, -2.8249, 5.5314], [3.0095, -1.9831, 6.9438], [1.5197, -2.8482, 7.3032], [1.5626, -1.0469, 7.3068], [0.1518, 1.0341, 5.0120], [1.2575, -0.0200, 4.5401], [6.4983, -0.3413, -1.8097], [6.0124, -1.7539, -1.7214], [7.1365, -2.7634, -1.4669], [8.0037, -2.8495, -2.6035], [8.9559, -3.8860, -2.4728], [5.0368, -1.8107, -0.6709], [7.0237, 0.0161, -0.9241], [5.5967, 0.2252, -1.5767], [6.7873, -0.0398, -2.8166], [5.4995, -1.9525, -2.6624], [6.7071, -3.7397, -1.2418], [7.6649, -2.5949, -0.5285], [8.4867, -4.8686, -2.5209], [9.3992, -3.8369, -1.4782], [9.7006, -3.7409, -3.2554], [5.3631, -1.5119, 0.2371], [4.8348, -2.7959, -0.5776]]
}